Entry from the Open Molecules 2025 dataset: a cluster of 21 separate species, H41O21 in total (ωB97M-V with the def2-TZVPD basis set).

Calculated values
Net charge ... -1
ΔE to the lowest compared entry with this formula, charge and spin ... 520.14 kJ/mol
LUMO ... 2.07 eV
E_tot ... -43662.98230 eV

```
62
Properties=species:S:1:pos:R:3:forces:R:3
O 0.75710 -2.46830 -4.74142 0.85 -0.50 0.61
H 1.66023 -2.79832 -4.58544 -0.20 0.16 -0.77
H 0.62430 -2.14429 -3.84023 -0.70 0.30 0.17
O -1.51876 4.57302 0.69862 0.76 -0.26 0.14
H 1.32708 -1.38453 -1.16110 -0.01 0.43 -1.00
H -2.00532 4.05349 0.05068 -0.30 0.23 0.01
O -2.86019 2.91308 -2.61566 -0.42 1.22 0.00
H 1.85713 0.57793 -4.33063 -1.03 -0.29 0.10
H -2.33566 2.38869 -1.97960 -0.61 -0.15 -0.61
O 2.29700 0.06922 -3.66239 2.07 -0.54 0.35
H -1.10967 1.17583 -0.57384 -0.92 0.02 1.00
H -4.89022 -0.23040 -1.51394 0.33 0.82 -0.56
O 1.46600 0.54734 -1.14372 0.16 1.11 0.52
H 0.68437 0.94237 -0.72133 0.46 -0.03 -0.43
H 1.91119 0.28822 -0.33542 0.39 0.13 0.40
O 1.17629 3.96151 -0.44654 -0.10 0.24 0.21
H 2.24456 -0.95678 1.32575 -0.24 2.46 0.90
H 0.42447 4.56711 -0.48755 0.09 -0.10 -0.07
O 2.04559 -0.09454 1.85707 1.71 -2.13 -0.40
H -3.07939 2.47150 -3.43298 0.12 -0.59 0.22
H -2.06430 5.19622 1.17330 -0.51 0.01 -0.25
O 4.56685 -0.00518 -0.68496 0.06 -0.03 0.17
H 1.80769 -0.51806 -3.06892 -0.84 0.90 -0.70
H 0.99268 3.50559 0.38718 0.13 -0.04 -0.03
O -2.42405 -0.93119 -0.17465 2.14 -0.94 0.55
H 4.41414 -0.85979 -0.28231 0.06 0.01 -0.37
H -0.79562 1.56660 -1.89228 -0.21 1.64 0.98
O -0.75636 -1.62521 2.72000 -0.11 -0.95 -0.04
H 1.45525 -0.55890 2.45510 -0.65 0.59 0.35
H -0.27714 -1.38356 3.50783 0.59 -0.20 0.26
O -1.18778 1.05371 3.42487 -0.15 2.48 0.81
H 1.99071 -4.15387 -2.97760 0.63 -0.07 0.50
H -1.32572 0.12520 3.41657 0.33 -1.21 -1.06
O -4.34697 2.39442 2.29568 -0.09 -0.02 0.00
H -3.77991 3.07489 1.91466 0.01 -0.21 -0.05
H -4.80364 1.97908 1.55522 0.12 0.15 -0.01
O -1.10136 2.02447 -1.04100 1.31 -2.32 -1.50
H -1.43769 -1.31046 -0.09144 -2.60 1.03 0.15
H -2.83992 -1.07194 0.71670 0.76 -0.73 -1.37
O 3.77928 -2.24104 1.63713 0.22 -0.13 -0.14
H 3.88424 -1.72263 2.44925 -0.04 -0.01 -0.27
H 4.30171 -1.76553 0.97452 -0.02 -0.38 0.69
O 0.14261 -0.97333 0.60296 -0.86 -1.70 -0.20
H 2.20389 -4.12765 1.90679 0.80 -0.34 -0.33
H -0.54785 -0.41526 0.96109 0.16 0.69 -0.05
O 2.72462 -4.16407 -2.32639 -1.36 0.38 0.54
H 2.24568 -3.83579 -1.52119 0.66 -0.33 -1.05
O -4.09199 -0.09692 -2.06881 -1.55 -0.66 0.38
H -0.14617 -1.64735 1.76544 -0.61 0.90 0.53
H -3.71792 -0.95971 -1.85636 1.03 0.11 -0.08
O 0.91063 2.63584 2.42361 -0.02 0.12 -0.19
H -3.29288 -0.30589 1.94215 -1.17 -0.40 0.14
H 0.46531 2.64028 3.28205 0.53 -0.08 -0.04
O -3.66537 -1.20039 2.16877 1.11 1.92 1.05
H 1.01075 -3.59613 2.52413 -0.17 -1.13 0.30
H -3.09700 -1.25617 2.96875 -0.44 -1.03 -0.42
O 1.49959 -4.45368 2.46517 -0.68 1.54 0.05
H 4.00691 -0.03193 -1.46699 -0.17 0.30 -0.38
H 1.62000 1.97161 2.42296 -0.36 0.02 0.18
O 0.70964 -1.77342 -1.81088 0.01 -1.33 0.97
H 0.06374 -1.91856 -1.08048 -0.20 0.03 -0.83
H -0.70285 1.45051 2.67864 -0.28 -1.13 -0.01
```
Forces are in eV/Å.

=====

Entry from the Open Molecules 2025 dataset: a cluster of 21 separate species, H41O21 in total (ωB97M-V with the def2-TZVPD basis set).

Calculated values
<S²> ... 0.755
Net charge ... 0
ΔE to the lowest compared entry with this formula, charge and spin ... 319.95 kJ/mol
LUMO (alpha / beta) ... -1.06 / -5.39 eV
E_tot ... -43656.04561 eV
2S+1 ... 2

```
62
Properties=species:S:1:pos:R:3:forces:R:3
O 2.85856 -3.16901 0.11057 -0.73 -0.31 -1.27
H -3.29988 3.57731 -2.50164 -0.68 -1.60 -1.05
H 3.53075 -2.48583 0.10590 0.38 -0.31 -0.32
O -3.08091 2.86197 -3.18669 0.34 2.66 1.47
H -3.02236 2.53404 3.82452 -0.80 1.70 -0.11
H -0.62950 -0.53489 -3.02759 -3.42 0.11 -0.38
O -3.28063 4.53852 -0.89312 1.09 0.84 0.87
H 0.40777 2.95944 -0.79822 -0.25 -0.22 0.12
H -5.01692 -2.40758 -0.98309 -0.63 -0.10 -0.57
O 0.42563 3.21678 -1.72192 0.01 -0.18 0.20
H -3.55736 -2.14962 -0.71062 0.20 0.05 -0.04
H 1.32607 -0.40211 -1.61688 -0.33 1.00 0.19
O 0.44034 0.01038 -1.44199 1.46 0.56 2.21
H 2.49031 3.06464 -3.73496 -0.39 -0.25 -0.26
H 3.14699 2.45889 2.53760 0.76 -0.61 0.46
O 2.44256 0.44304 0.24947 0.84 -0.70 1.32
H 3.09936 2.31226 -2.56586 -1.95 -0.57 -2.01
H 2.93660 -0.37238 -0.01983 -0.94 1.75 -0.87
O 2.39976 2.19232 -3.32286 2.57 0.76 2.22
H -0.10512 -2.89602 3.78160 0.53 0.50 -1.21
H 0.47438 0.13811 -0.33435 -0.20 -0.73 -2.78
O 2.20759 -0.53432 -3.89333 1.89 0.04 0.63
H 0.47092 2.34958 -2.15175 0.03 0.22 -0.30
H 2.04482 1.07406 -0.36894 1.03 -0.93 -0.53
O 1.04674 0.56904 2.72938 -0.74 0.58 0.79
H 1.35055 -0.89067 -4.00182 -1.40 -0.32 -0.30
H -2.41597 3.47718 -3.54674 0.24 -0.96 -0.84
O 3.50410 1.99733 3.33000 -1.85 0.99 0.01
H -2.57859 5.08928 -0.43624 -1.02 -0.99 -0.81
H -1.91095 -1.42712 -2.88578 0.13 -0.41 -0.13
O -3.17628 -4.68278 1.27213 -1.15 1.72 -0.24
H -0.49756 -0.67270 2.24833 -0.44 -1.02 0.58
H -2.77866 -4.14682 1.95723 0.93 -0.36 0.75
O 3.76260 -1.75129 2.80745 -0.71 0.57 -3.88
H -2.91033 3.64755 -0.90814 0.17 0.08 0.42
H 3.76822 -1.16935 3.56719 -0.06 0.90 -0.33
O -4.39722 -2.29901 -0.27492 0.40 0.05 0.69
H 0.44703 1.08522 2.13637 1.41 -1.15 0.28
H 1.52198 -0.19444 2.35647 -0.44 0.86 -0.48
O -0.38274 4.87762 0.60913 -0.89 0.57 0.43
H 0.22283 4.35839 0.11493 0.82 -0.22 -0.95
H -0.28788 4.54102 1.49509 -0.08 0.04 0.67
O 0.58416 -3.37162 4.22968 1.44 -1.32 1.57
H -0.95266 -4.38683 -1.91088 -0.75 0.12 0.07
H 3.59245 -1.24575 1.87140 0.73 -1.30 4.39
O -1.22221 -1.14589 2.72214 0.58 0.83 -0.96
H 2.68016 2.06278 3.88529 1.29 -0.50 -0.43
O -1.65662 -0.53097 -3.09448 2.33 0.66 -0.07
H 2.67377 -3.41841 -0.83944 0.40 0.58 1.44
H -1.49100 -0.40951 3.28057 -0.41 -0.15 0.65
O -0.13688 1.14466 0.43119 -0.32 0.43 0.28
H -0.04159 -2.96576 -1.80708 -1.54 -1.85 2.52
H -1.04071 0.88067 0.20170 -0.59 0.08 -0.16
O 0.37681 -2.31595 -2.27152 2.83 -0.50 -3.96
H -0.67658 -5.10371 -0.51608 -0.32 0.28 -0.72
H 0.32678 -1.41316 -2.05304 -1.23 0.51 1.61
O -0.54546 -5.12998 -1.48252 0.74 -0.61 0.62
H 2.20541 0.40094 -3.65989 -0.46 0.17 -0.46
H 1.49132 -3.55925 3.87742 -1.95 0.97 -0.44
O -2.67596 1.72005 3.54602 1.28 -2.23 1.49
H -2.64476 1.57472 2.62550 -0.50 0.48 -1.47
H -3.84402 -3.97508 1.05792 0.33 -1.26 -0.61
```
Forces are in eV/Å.

=====

Entry from the Open Molecules 2025 dataset: a cluster of 21 separate species, H42O21 in total (ωB97M-V with the def2-TZVPD basis set).

Calculated values
Net charge ... 0
ΔE to the lowest compared entry with this formula, charge and spin ... 890.54 kJ/mol
LUMO ... -0.52 eV
E_tot ... -43676.58524 eV

```
63
Properties=species:S:1:pos:R:3:forces:R:3
O 2.41668 -0.91606 4.93536 0.37 0.46 0.19
H 3.03171 -0.33145 4.45081 -0.62 -0.75 0.16
H 2.21228 -1.66215 4.36186 0.32 0.25 -0.18
O -4.34534 -0.66574 -2.42800 1.10 3.68 0.70
H -3.44951 -0.28468 -2.69416 -1.17 -1.38 0.28
H -4.59596 0.16485 -1.87161 0.07 -2.46 -1.10
O -4.38632 -1.56214 0.21284 0.56 -0.18 0.81
H -4.66257 -2.09916 -0.53561 0.09 0.16 -0.28
H -3.58146 -1.99334 0.54412 -0.71 0.15 -0.26
O -0.72380 -3.25734 3.60661 -0.16 0.22 0.19
H -0.67517 -3.26787 2.65083 0.04 -0.26 -0.50
H 0.08930 -2.81606 3.86040 0.09 -0.02 0.21
O -4.46119 0.44513 2.86533 -0.40 -1.14 0.53
H -3.98817 -0.06752 2.21335 -0.29 -0.57 -0.32
H -4.25363 1.32166 2.60878 0.27 1.51 -0.15
O -0.72354 4.66136 -1.77668 -0.65 0.00 1.39
H -1.62024 4.66668 -2.14076 0.35 -0.01 -0.10
H -0.91462 4.59678 -0.80437 0.41 0.05 -1.18
O 4.45295 0.34053 0.69472 0.33 -1.43 0.66
H 5.34683 0.44136 0.37030 0.05 0.26 -0.11
H 3.87402 0.96381 0.28933 -0.45 1.20 -0.53
O 1.94039 -0.45991 2.04239 0.04 -0.74 0.15
H 2.75950 -0.03255 1.82630 1.26 -0.06 -0.25
H 1.37567 0.29119 2.05406 -1.23 0.83 0.25
O -1.36075 -0.29139 -1.79804 -0.19 0.69 0.46
H -1.12209 -0.25869 -0.86826 -0.48 -0.81 0.42
H -0.84904 0.50282 -2.00164 0.30 0.08 -1.18
O 0.52739 2.26612 -3.28173 -0.10 -0.63 -1.14
H 1.10231 3.00182 -3.07344 0.06 0.27 0.09
H 0.84983 1.89281 -4.12686 -0.28 0.61 0.69
O -0.39942 3.77328 2.20236 0.54 -0.50 0.67
H -0.84382 2.92753 2.42476 -0.17 0.39 -0.43
H 0.01684 3.94768 3.05544 0.11 0.51 -0.13
O 0.41002 -2.91265 -2.90177 -2.87 -0.05 0.91
H -0.56158 -2.78742 -2.64557 1.70 1.10 -0.85
H 0.35033 -3.83208 -2.66562 1.06 -1.24 -0.09
O -1.12883 -3.24626 0.38492 0.33 -1.96 0.93
H -0.50075 -2.81614 -0.18076 -0.28 1.23 -0.50
H -1.92364 -2.80592 0.65991 0.18 0.81 -0.50
O -3.28716 3.32770 -0.26052 0.32 0.10 1.18
H -4.05468 3.52207 0.28860 0.13 0.03 0.21
H -3.65390 3.27082 -1.12200 -0.37 -0.19 -1.39
O 2.28434 -3.73097 2.32190 0.10 1.25 -1.64
H 2.76681 -3.98506 1.50672 -0.12 -0.35 0.88
H 2.03447 -2.81758 2.02906 0.10 -0.62 0.81
O 1.16041 -0.94219 -4.93629 -1.31 1.28 0.02
H 1.97681 -1.39094 -5.04163 1.18 -0.52 0.00
H 1.31237 -0.06198 -4.55439 0.07 -0.73 -0.09
O 3.55143 -0.29040 -2.46259 -1.56 0.22 2.56
H 4.46385 -0.37609 -2.29820 1.52 -0.15 -0.96
H 3.16306 -0.22991 -3.30967 0.39 -0.14 -1.46
O 1.82460 -1.90842 -0.42673 -1.63 0.89 -1.37
H 1.61796 -2.72387 -0.00269 1.37 -0.54 0.77
H 2.62287 -1.37690 -0.41994 0.44 -1.28 0.84
O 1.18816 0.40680 -1.38695 -0.76 1.02 0.17
H 0.85205 0.09614 -0.54870 0.17 -0.41 0.23
H 2.12248 0.25355 -1.33212 0.71 -0.04 -0.32
O -2.19085 1.89187 2.10431 0.27 -2.54 -0.76
H -2.03054 2.06941 1.16490 -0.33 0.60 -0.15
H -2.15901 0.88612 2.07462 -0.07 1.78 0.67
O 2.74098 2.65683 0.67707 -1.81 -0.16 2.23
H 2.10243 3.20620 1.23848 1.27 -0.99 -1.44
H 3.16228 3.21861 0.05888 0.36 1.20 -0.83
```
Forces are in eV/Å.

=====

Entry from the Open Molecules 2025 dataset: a cluster of 21 separate species, H42O21 in total (ωB97M-V with the def2-TZVPD basis set).

Calculated values
Net charge ... 0
ΔE to the lowest compared entry with this formula, charge and spin ... 1038.62 kJ/mol
LUMO ... -0.42 eV
E_tot ... -43675.05045 eV

```
63
Properties=species:S:1:pos:R:3:forces:R:3
O -1.49686 4.43174 1.13318 1.90 0.51 1.30
H -2.27010 4.47174 0.63535 -1.94 -0.25 -1.40
H -1.14564 3.53393 1.12531 -0.48 -0.03 -0.02
O 2.26881 3.00169 -1.74795 1.85 -0.04 -0.11
H 2.53891 3.57182 -2.47921 -0.57 0.13 -0.12
H 3.17453 2.85135 -1.35948 -1.39 -0.27 0.25
O -0.02784 1.71808 -0.00623 -0.54 -0.17 -0.80
H 0.44929 1.37936 -0.77991 0.89 0.76 0.17
H -0.83717 1.20423 -0.23334 -0.17 0.18 0.76
O -0.95460 1.01643 -4.98055 3.13 2.67 -0.48
H -0.41367 1.93984 -5.08808 -2.66 -3.38 0.47
H -1.88724 1.15661 -4.87209 -0.48 0.73 0.01
O -1.78931 -1.22770 2.45006 -0.14 1.76 0.76
H -1.57865 -0.83161 3.31651 0.17 0.55 -0.67
H -1.93837 -2.09483 2.78572 -0.43 -1.29 -0.40
O 0.08320 3.07820 2.70909 1.54 2.07 -1.04
H 0.52306 3.85027 2.18938 -1.08 -1.68 1.64
H 0.19968 2.38561 2.06663 0.10 -0.73 -0.46
O 0.16266 5.12091 -0.98666 0.02 0.30 -0.35
H 0.05907 4.39635 -1.61779 0.08 0.03 0.56
H -0.34888 4.90963 -0.18611 0.00 -0.11 -0.34
O -3.30362 -3.22998 1.70797 0.79 -1.40 -0.03
H -3.70280 -3.36472 0.82248 0.64 -0.21 0.79
H -2.55840 -3.90479 1.84117 -2.41 1.95 -1.23
O -3.42613 2.76484 -0.50377 -0.70 1.49 -1.56
H -3.90850 3.42219 -1.12921 0.92 -1.65 2.05
H -3.99061 2.47905 0.23126 -0.26 0.54 -0.35
O 0.56354 -0.55182 1.09620 -0.62 -2.55 0.51
H 0.38296 0.35186 1.20952 -0.39 2.36 -0.29
H -0.31170 -0.95510 1.32728 0.58 0.04 -0.22
O 3.44658 1.60467 3.62262 -0.69 -1.10 -3.16
H 2.66573 1.56900 2.97585 1.05 0.48 1.78
H 4.10748 1.24807 2.96419 -0.35 0.72 1.39
O 3.62522 -2.37530 -2.19167 4.43 -3.05 -1.96
H 4.18524 -1.67393 -1.97421 0.62 1.64 0.83
H 2.76144 -2.29413 -2.00661 -4.69 1.11 1.08
O -1.95685 -0.02232 -0.64857 -1.09 -2.10 1.72
H -2.69126 0.60495 -0.69047 0.20 0.10 0.54
H -2.28724 -0.77450 -0.00442 0.94 2.21 -1.78
O 3.13419 -0.56670 0.77145 7.23 -1.80 2.71
H 3.64431 -0.70370 1.70040 -3.00 0.36 -3.18
H 2.26152 -0.34821 0.72245 -4.06 0.41 1.14
O 4.18842 1.45571 -0.27669 0.57 3.47 1.98
H 4.26935 0.98927 -1.05437 0.18 -2.02 -2.20
H 3.88055 0.89783 0.44100 -0.23 -0.70 -0.58
O -1.59790 -2.72138 -2.06885 1.00 -2.73 2.85
H -2.15384 -3.31416 -2.56490 -0.62 0.01 -0.94
H -1.29307 -3.45526 -1.38095 -0.47 2.53 -1.72
O -0.94900 -4.98805 1.41835 2.48 2.50 0.52
H -0.52488 -4.19176 1.89670 0.57 -1.44 -1.64
H -1.68606 -4.90910 1.96885 -2.18 -1.79 1.32
O 1.04679 -1.51319 -2.54401 -0.45 0.18 2.85
H 0.72354 -1.59416 -1.58505 0.00 -0.21 -2.04
H 1.65563 -0.78309 -2.38272 0.16 0.31 -0.71
O -4.65998 0.48739 -1.50151 2.43 -0.39 -0.42
H -4.38168 1.42364 -1.48148 -0.50 -0.45 -0.06
H -3.73954 0.07281 -1.65127 -2.48 0.22 -0.20
O 0.42603 -2.21941 3.14999 -4.40 2.01 -1.37
H 0.95944 -2.81216 3.52841 3.97 -2.76 2.01
H 0.76338 -1.43440 2.72069 1.05 -0.12 -0.19
O 1.87516 -4.65976 -0.42697 -1.81 -1.55 -0.67
H 1.34325 -5.30680 -0.95844 -0.41 0.37 1.57
H 2.44248 -4.56706 -1.16452 2.23 1.29 -0.89
```
Forces are in eV/Å.